ORCA calculation (the ωB97M-V functional and the def2-TZVPD basis) on a molecular structure, C18H27Br45InN2O6P2.

Last column: Mulliken charge in e.
Geometry (Å):
1 C 1.29 -5.35 1.24  -0.0038
2 C 0.73 -4.21 2.08  -0.0066
3 N 0.13 -4.38 3.21  -0.4677
4 C 0.90 -2.84 1.51  0.6348
5 In -0.38 -2.39 -0.25  0.9872
6 O -0.90 -0.41 -0.08  -0.4628
7 P -2.54 -3.71 -0.35  0.3032
8 N -2.55 -5.09 0.44  -0.6529
9 O -3.79 -2.78 0.11  0.0934
10 O -3.04 -4.02 -1.86  -0.2485
11 P 1.10 -2.69 -2.31  0.5301
12 O 0.51 -2.42 -3.65  -0.6065
13 O 2.46 -1.79 -2.08  -0.4915
14 O 1.75 -4.19 -2.30  -0.5174
15 H 2.38 -5.41 1.35  0.3406
16 H 1.04 -5.22 0.17  -0.0532
17 H 0.86 -6.31 1.56  -0.2777
18 H 0.08 -5.37 3.45  0.1302
19 H 1.94 -2.73 1.14  0.4837
20 H 0.75 -2.07 2.28  -1.1445
21 H -0.69 -0.12 0.82  0.0941
22 H -1.64 -5.26 0.88  0.1026
23 H -3.61 -2.41 0.99  -0.0212
24 H -3.29 -4.96 -1.80  -0.1382
25 H 2.37 -1.29 -1.25  0.2975
26 H 2.32 -4.28 -1.52  0.3143
27 C -4.75 -8.26 -2.93  0.1847
28 Br -3.45 -9.08 -4.09  -0.0694
29 Br -5.89 -9.58 -2.11  -0.0198
30 Br -3.93 -7.13 -1.61  0.0935
31 H -5.39 -7.64 -3.55  -0.2177
32 C -4.21 0.59 -2.20  -0.4141
33 Br -5.41 -0.18 -0.91  -0.0918
34 Br -3.32 2.14 -1.48  0.0141
35 Br -2.97 -0.70 -2.84  0.0181
36 H -4.80 0.89 -3.05  0.3882
37 C 0.27 4.44 -1.91  -0.3724
38 Br -1.14 4.75 -0.65  0.0335
39 Br 0.37 5.79 -3.28  -0.0590
40 Br 1.97 4.23 -1.02  0.1407
41 H 0.06 3.50 -2.40  0.3732
42 C 4.10 6.59 -2.94  -0.0877
43 Br 5.86 5.89 -2.62  -0.0221
44 Br 3.40 7.46 -1.38  -0.0158
45 Br 4.05 7.73 -4.48  0.0011
46 H 3.45 5.75 -3.14  0.1108
47 C -7.43 -5.63 -1.75  -0.4915
48 Br -7.28 -6.32 -3.54  -0.0347
49 Br -7.21 -7.02 -0.44  -0.0443
50 Br -6.22 -4.17 -1.48  0.1667
51 H -8.44 -5.25 -1.65  0.4442
52 C -3.79 7.79 0.46  -0.3378
53 Br -3.99 7.19 -1.35  -0.0059
54 Br -3.56 6.30 1.66  -0.0289
55 Br -2.36 9.06 0.63  -0.0124
56 H -4.71 8.29 0.75  0.3425
57 C 5.79 7.12 1.56  0.2409
58 Br 4.26 6.40 2.48  0.0209
59 Br 6.11 8.95 2.05  -0.0195
60 Br 7.34 6.02 1.83  -0.0237
61 H 5.55 7.11 0.50  -0.2539
62 C 5.05 4.79 5.67  0.3357
63 Br 3.37 4.96 6.57  0.0900
64 Br 6.35 6.04 6.36  -0.0641
65 Br 5.73 2.99 5.72  -0.0348
66 H 4.90 5.04 4.63  -0.3435
67 C 2.60 1.15 3.90  -0.5307
68 Br 2.05 1.61 5.67  -0.0042
69 Br 1.39 -0.09 3.07  0.0995
70 Br 2.82 2.75 2.84  0.1456
71 H 3.56 0.67 3.98  0.4399
72 C -2.74 -1.67 4.44  -0.3416
73 Br -2.92 -3.19 3.27  -0.0513
74 Br -0.91 -1.25 4.83  -0.0436
75 Br -3.66 -0.14 3.71  -0.0600
76 H -3.22 -1.92 5.37  0.3744
77 C 0.41 -10.00 1.82  -0.3119
78 Br -0.23 -11.61 2.63  -0.0446
79 Br 0.19 -8.48 2.97  0.0078
80 Br 2.24 -10.18 1.24  -0.0092
81 H -0.19 -9.82 0.93  0.3390
82 C 7.10 8.42 -7.60  -0.3191
83 Br 5.27 8.91 -7.93  -0.0563
84 Br 7.23 7.08 -6.24  0.0192
85 Br 7.99 7.89 -9.22  -0.0391
86 H 7.60 9.31 -7.23  0.3600
87 C 5.93 1.65 -2.17  -0.3306
88 Br 4.98 1.96 -0.54  0.0250
89 Br 5.02 2.39 -3.68  -0.0373
90 Br 7.75 2.29 -2.06  -0.0552
91 H 5.98 0.58 -2.32  0.3435
92 C -8.04 -3.09 -6.00  -0.3855
93 Br -9.69 -3.94 -5.46  -0.0359
94 Br -7.29 -2.05 -4.58  0.0686
95 Br -6.77 -4.36 -6.68  -0.0121
96 H -8.29 -2.42 -6.81  0.3422
97 C -0.51 4.51 8.47  -0.3212
98 Br -1.16 3.00 7.50  0.0136
99 Br 1.07 4.08 9.49  -0.0382
100 Br -0.19 6.01 7.31  -0.0276
101 H -1.27 4.81 9.18  0.3236

Charge: -1
Max |F|: 1.3 eV Å⁻¹
HOMO-LUMO gap: 6.91 eV
2S+1: 1
Calculated total energy: -117966.5595 Ha